An isolated molecule of C4H12F2NPSi in a non-equilibrium geometry. Source: the Open Molecules 2025 dataset; level of theory: wB97M-V/def2-TZVPD.

Properties
- Energy above the lowest of the compared OMol25 structures with the same formula, charge and spin: 0.0 kJ/mol
- Gap between HOMO and LUMO: 9.441 eV
- Structure (SMILES): C[Si](F)(F)N=P(C)(C)C
- E: -1045.0974 hartree

ORCA input file:
```
! RIJCOSX wB97M-V def2-TZVPD def2/J DEFGRID3
* xyz 0 1
P -1.007 -0.179 -0.157
Si 1.960 0.170 -0.032
F 1.743 -0.043 1.557
F 2.541 -1.299 -0.361
N 0.317 0.371 -0.929
C 3.284 1.461 -0.422
C -1.433 0.643 1.487
C -1.004 -1.975 0.285
C -2.306 0.054 -1.425
H 0.034 -2.330 0.237
H -1.642 -2.506 -0.311
H -3.294 0.060 -1.057
H -2.115 -0.732 -2.171
H -0.670 1.496 1.567
H 3.109 1.877 -1.350
H 3.394 2.166 0.491
H -2.195 1.052 -1.941
H -2.410 0.905 1.347
H -1.216 -0.094 2.256
H -1.336 -2.087 1.379
H 4.245 0.991 -0.451
*
```

---

A structure of composition C18H31N6O6PdSSeSi. Source: the Open Molecules 2025 dataset; level of theory: wB97M-V/def2-TZVPD.

Properties
- Energy above the lowest of the compared OMol25 structures with the same formula, charge and spin: 53.4 kJ/mol
- Gap between HOMO and LUMO (alpha / beta): 7.571 / 6.873 eV
- <S²>: 2.0136
- E: -4701.5215 hartree

ORCA input file:
```
! RIJCOSX wB97M-V def2-TZVPD def2/J DEFGRID3
* xyz -1 3
Pd 0.602 -0.166 -0.325
Se -0.371 -2.787 -0.279
S 1.736 1.743 0.515
Si 3.832 -0.240 2.133
O -1.634 1.600 -0.864
O 1.108 -2.216 0.254
O -0.669 -1.622 -1.432
O -0.274 -4.259 -0.906
O -1.465 -2.623 0.894
O 2.335 -0.840 -2.501
N 0.594 0.477 -3.136
N -1.228 1.737 -3.711
N -0.222 0.776 2.038
N -2.767 2.722 0.775
N 0.864 -1.733 -3.976
N -3.571 0.705 -0.048
C -0.733 -0.077 2.926
C -4.270 0.364 1.177
C -2.582 1.648 -0.078
C -4.080 3.283 0.996
C 1.108 0.735 1.814
C 4.644 1.390 2.643
C 0.026 -0.962 3.664
C -0.987 -0.461 -4.683
C 1.481 -3.039 -3.776
C 4.539 -1.587 3.262
C 1.979 -0.154 2.504
C -0.520 0.576 -3.821
C -1.681 3.679 0.861
C 1.326 -0.673 -3.171
C 4.260 -0.697 0.366
C -0.276 -1.610 -4.677
C -3.538 -0.371 -1.030
C 1.397 -0.987 3.445
H 3.533 -1.392 -0.056
H 1.142 -3.475 -2.835
H -1.756 4.449 0.082
H -1.808 -0.046 3.044
H 5.731 1.332 2.538
H -3.969 1.030 1.983
H -1.719 4.168 1.838
H -5.355 0.436 1.045
H 4.290 0.177 -0.281
H 4.284 2.205 2.015
H -1.086 2.176 -2.808
H -0.735 3.161 0.759
H 2.007 -1.693 3.997
H -0.587 -2.488 -5.226
H 5.242 -1.183 0.344
H 4.080 -2.556 3.053
H -4.569 -0.621 -1.301
H -4.022 -0.663 1.458
H -4.856 2.585 0.688
H -2.991 -0.049 -1.911
H 2.561 -2.920 -3.746
H -3.041 -1.255 -0.633
H -0.447 -1.636 4.364
H -4.204 4.208 0.418
H 1.198 -3.688 -4.603
H 4.407 -1.363 4.324
H 4.419 1.634 3.684
H -4.225 3.526 2.052
H 5.613 -1.685 3.078
H -1.899 -0.365 -5.253
H -2.200 1.662 -3.963
*
```

---

A cluster of 2 separate species, C3H9N2O3 in total in a non-equilibrium geometry. Source: the Open Molecules 2025 dataset; level of theory: wB97M-V/def2-TZVPD.

Properties
- Energy above the lowest of the compared OMol25 structures with the same formula, charge and spin: 203.3 kJ/mol
- Gap between HOMO and LUMO: 7.563 eV
- E: -454.9572 hartree

ORCA input file:
```
! RIJCOSX wB97M-V def2-TZVPD def2/J DEFGRID3
* xyz -1 1
O 2.349 -0.056 2.744
O -1.834 2.061 -2.258
O -1.635 -0.530 -1.832
N 0.781 1.138 1.591
N -0.273 -0.707 0.172
C -0.398 -0.843 -1.334
C 0.934 -1.030 0.876
C 1.526 0.025 1.826
H 0.814 -2.020 1.568
H 0.390 -0.094 -1.481
H 0.081 1.016 0.868
H 0.925 2.042 1.935
H -1.086 -1.171 0.633
H -2.608 2.152 -1.757
H 1.829 -1.245 0.290
H -1.708 1.073 -2.188
H -0.088 -1.810 -1.654
*
```

---

A structure of composition C24H42CaN5O6PS in a non-equilibrium geometry. Source: the Open Molecules 2025 dataset; level of theory: wB97M-V/def2-TZVPD.

Properties
- Gap between HOMO and LUMO: 6.170 eV
- E: -3082.2475 hartree

ORCA input file:
```
! RIJCOSX wB97M-V def2-TZVPD def2/J DEFGRID3
* xyz -2 1
Ca 9.563 9.465 11.398
S 7.340 11.424 12.131
P 7.632 7.738 13.710
O 6.722 12.422 11.303
O 7.273 10.006 11.537
O 10.805 9.283 13.279
O 9.383 8.582 9.121
O 8.824 11.620 12.298
O 6.675 11.382 13.461
N 11.205 7.651 11.303
N 11.680 7.213 12.572
N 9.111 4.545 11.325
N 11.155 11.369 10.260
N 6.324 8.393 9.162
C 7.575 6.151 14.679
C 12.293 6.610 15.201
C 10.291 8.056 8.467
C 11.843 7.158 10.238
C 13.073 6.273 10.453
C 11.400 8.153 13.481
C 8.145 8.887 14.933
C 11.095 14.199 12.067
C 12.612 6.208 16.463
C 7.674 4.528 11.032
C 10.169 8.169 6.994
C 12.331 8.534 17.104
C 11.949 7.915 14.856
C 6.570 7.133 9.893
C 11.522 12.052 11.112
C 11.893 8.895 15.849
C 11.907 12.904 12.254
C 7.325 6.100 8.971
C 13.465 13.090 12.214
C 5.833 8.070 13.718
C 11.388 7.376 8.886
C 11.540 12.386 13.632
C 12.509 7.179 17.464
C 7.317 4.694 9.615
H 7.147 7.396 10.747
H 7.399 5.324 13.986
H 12.158 5.880 14.330
H 11.017 14.526 11.032
H 11.972 6.833 8.134
H 12.154 9.061 18.103
H 13.928 12.073 12.331
H 5.311 7.463 14.469
H 6.934 6.024 7.963
H 11.636 14.981 12.632
H 7.818 8.525 15.897
H 9.762 4.273 10.589
H 6.342 4.227 9.544
H 13.689 13.765 13.084
H 11.774 13.164 14.316
H 12.076 11.454 13.759
H 5.887 9.058 9.843
H 10.094 14.174 12.509
H 8.449 5.920 15.227
H 6.755 6.217 15.405
H 7.206 8.792 8.929
H 10.489 12.178 13.610
H 7.754 9.896 14.683
H 10.895 7.519 6.531
H 9.472 5.365 11.777
H 8.373 6.438 8.965
H 10.171 9.174 6.757
H 13.575 6.671 11.366
H 12.905 5.174 10.710
H 7.852 3.904 9.017
H 7.204 5.266 11.732
H 9.242 8.868 14.950
H 7.361 3.564 11.411
H 11.394 9.730 15.476
H 5.613 6.616 10.211
H 13.878 13.550 11.298
H 9.224 7.712 6.727
H 13.766 6.331 9.532
H 12.747 5.192 16.729
H 5.431 7.724 12.740
H 5.566 9.114 13.906
H 12.562 6.920 18.546
*
```

---

A structure of composition C12H32F2HgNO12S2 in a non-equilibrium geometry. Source: the Open Molecules 2025 dataset; level of theory: wB97M-V/def2-TZVPD.

Properties
- Energy above the lowest of the compared OMol25 structures with the same formula, charge and spin: 0.0 kJ/mol
- Gap between HOMO and LUMO: 2.288 eV
- E: -2583.0304 hartree

ORCA input file:
```
! RIJCOSX wB97M-V def2-TZVPD def2/J DEFGRID3
* xyz -3 1
Hg -0.088 -0.063 -0.514
S -0.203 -1.120 -3.879
S 0.546 -2.872 -2.524
F 0.543 -3.105 -0.908
F -1.307 0.054 -3.747
O -0.856 -1.938 -4.875
O -2.049 1.223 -0.331
O -3.361 -2.022 3.126
O -1.008 -1.158 1.384
O 2.211 -0.746 -0.304
O -3.577 1.700 2.316
O 0.942 -0.318 -4.309
O 0.911 1.057 1.487
O -2.859 -1.731 -1.061
O 0.924 1.750 -1.915
O -0.222 -4.054 -2.802
O 1.960 -2.813 -2.810
N -0.294 -1.414 -2.366
C 2.445 1.636 3.228
C 3.334 -0.483 -1.164
C 1.992 3.994 -1.761
C -2.249 2.405 0.381
C -0.970 -2.121 2.405
C -3.026 -3.150 -0.949
C -2.066 -2.236 3.541
C 0.719 3.126 -1.685
C 4.500 0.087 -0.337
C -2.621 2.567 1.930
C 1.515 2.156 2.125
C -4.225 -3.347 -0.014
H -3.919 -3.263 1.031
H -0.898 -3.145 2.001
H -4.997 -2.586 -0.133
H 3.652 -1.435 -1.591
H 5.088 -0.718 0.105
H -1.396 3.096 0.174
H 5.215 0.573 -1.009
H -1.932 -1.434 4.295
H 0.356 3.169 -0.658
H 3.247 0.969 2.911
H 0.771 2.830 2.558
H 1.718 5.005 -1.455
H -2.907 3.627 2.129
H -0.016 -1.950 2.943
H 2.404 -1.600 0.100
H -0.045 3.545 -2.343
H -1.920 -3.155 4.145
H 2.355 4.076 -2.791
H 4.087 0.810 0.364
H -3.000 2.981 -0.186
H 2.163 2.777 1.498
H 2.816 3.573 -1.183
H 3.026 0.182 -1.965
H -2.232 -3.835 -0.643
H 0.434 0.657 2.235
H 2.931 2.419 3.822
H -4.718 -4.287 -0.293
H -2.068 -1.755 -1.603
H -1.709 2.525 2.575
H 1.857 1.117 3.990
H -3.341 -3.469 -1.954
H 1.417 1.639 -2.738
*
```

---

The ion C4H7N2 with charge +1 in a non-equilibrium geometry. Source: the Open Molecules 2025 dataset; level of theory: wB97M-V/def2-TZVPD.

Properties
- Energy above the lowest of the compared OMol25 structures with the same formula, charge and spin: 353.2 kJ/mol
- Gap between HOMO and LUMO: 12.903 eV
- Structure (SMILES): C1=N[N@@H+]2C[C@@H]2C1
- E: -265.7739 hartree

ORCA input file:
```
! RIJCOSX wB97M-V def2-TZVPD def2/J DEFGRID3
* xyz 1 1
N -0.307 0.616 1.748
N 0.689 -0.264 1.036
C -1.170 0.149 -0.417
C 1.397 0.100 -0.204
C 0.153 -0.717 -0.245
C -1.120 0.911 0.876
H 1.141 -0.866 1.746
H -0.912 0.790 -1.264
H 0.248 -1.750 -0.591
H 2.467 -0.192 -0.420
H -2.167 -0.310 -0.535
H -1.972 1.494 1.341
H 1.295 1.188 -0.366
*
```